Molecular formula: C18H25N3O2
Method: DFT, ωB97M-V/def2-TZVPD

Summary:
2S+1: 1
LUMO energy (eV): -8.0
Strongest force on any atom (eV Å⁻¹): 5.10
Total charge: +2
Highest occupied orbital energy (eV): -12.4
Kohn-Sham gap (eV): 4.472

XYZ file:
```
48
C18H25N3O2 ωB97M-V/def2-TZVPD
C 0.141 3.843 -0.708
C -1.160 3.249 -1.285
O -2.273 4.051 -0.932
C -3.449 3.486 -1.472
C -4.448 2.775 -0.517
C -5.526 3.909 -0.453
N -5.692 4.334 -1.845
C -4.324 4.538 -2.252
O -3.950 5.324 -2.995
H 0.551 4.533 -1.451
H 0.842 3.046 -0.441
H -0.092 4.443 0.179
H -1.038 3.169 -2.378
H -1.312 2.223 -0.897
H -3.245 2.729 -2.248
H -4.166 2.645 0.537
H -4.749 1.816 -0.949
H -6.409 3.743 0.162
H -4.941 4.741 -0.032
H -6.185 3.670 -2.436
C 3.065 -4.457 5.337
N 2.842 -3.867 3.993
C 3.585 -4.298 2.960
C 3.381 -3.804 1.692
C 2.392 -2.850 1.465
C 1.655 -2.409 2.562
C 1.898 -2.930 3.815
C 2.105 -2.332 0.105
C 0.834 -2.459 -0.450
C 0.566 -1.933 -1.696
N 1.520 -1.290 -2.386
C 2.762 -1.170 -1.889
C 3.079 -1.683 -0.651
C 1.212 -0.684 -3.705
H 4.108 -4.310 5.607
H 2.825 -5.517 5.282
H 2.421 -3.969 6.061
H 4.333 -5.051 3.170
H 3.987 -4.187 0.880
H 0.887 -1.654 2.452
H 1.339 -2.610 4.683
H 0.041 -2.972 0.080
H -0.413 -2.013 -2.149
H 3.488 -0.646 -2.497
H 4.085 -1.551 -0.275
H 1.894 -1.104 -4.440
H 1.349 0.392 -3.614
H 0.185 -0.905 -3.981
```